{
  "formula": "C14H36BeF3NO12S3",
  "method": "ωB97M-V/def2-TZVPD",
  "orbital_gap_ha": 0.0555,
  "e_homo_ev": -13.804,
  "e_above_lowest_kcal_mol": 0.00,
  "charge": 2,
  "mol_weight_g_mol": 572.64,
  "largest_force_ev_per_a": 4.98,
  "symbols": ["S", "S", "S", "F", "F", "F", "O", "O", "O", "O", "O", "O", "O", "O", "O", "O", "O", "O", "N", "C", "C", "C", "C", "C", "C", "C", "C", "C", "C", "C", "C", "C", "C", "Be", "H", "H", "H", "H", "H", "H", "H", "H", "H", "H", "H", "H", "H", "H", "H", "H", "H", "H", "H", "H", "H", "H", "H", "H", "H", "H", "H", "H", "H", "H", "H", "H", "H", "H", "H", "H"],
  "positions_angstrom": [[-2.744, 8.042, -1.907], [6.486, -1.378, 2.543], [-0.639, -6.427, 3.101], [-5.524, -4.500, -1.378], [-5.925, -4.081, -3.504], [-4.416, -5.515, -3.012], [-4.094, -2.302, -1.715], [-2.887, -3.511, -3.337], [5.511, -1.994, 1.365], [-0.805, -7.018, 1.782], [1.374, 2.424, 1.304], [7.606, -2.282, 2.729], [-2.848, 9.560, -2.501], [5.545, -0.938, 3.617], [-3.948, 7.633, -1.170], [-1.921, -6.810, 4.033], [0.563, -6.573, 3.916], [-1.428, 7.910, -1.303], [1.872, 2.141, 6.201], [5.044, -2.956, -0.728], [1.108, 1.671, 0.126], [-4.985, -4.366, -2.580], [-2.030, -1.534, -4.432], [-3.953, -3.285, -2.475], [6.122, -2.651, 0.265], [-3.433, -8.300, 3.046], [-3.193, -6.833, 3.420], [7.077, 0.083, 1.647], [-2.825, 7.186, -3.552], [-0.962, -4.623, 2.938], [-1.774, -2.589, -3.418], [-1.752, 10.174, -3.275], [-2.110, 11.576, -3.758], [2.691, 7.124, 2.358], [-1.425, 11.956, -4.516], [-2.815, -0.811, -4.208], [-2.804, -8.599, 2.208], [-3.259, -6.227, 2.516], [2.058, 1.392, -0.330], [1.771, 2.116, 5.196], [2.336, 3.025, 6.354], [-2.145, 12.278, -2.924], [4.649, -2.025, -1.133], [7.882, -0.152, 0.950], [-0.052, -4.087, 2.667], [4.223, -3.484, -0.243], [-1.614, 9.528, -4.142], [-2.310, -1.992, -5.381], [-3.589, 7.704, -4.132], [-1.061, -1.054, -4.564], [-1.686, -4.449, 2.142], [6.110, 0.301, 1.195], [-0.948, -3.154, -3.851], [0.933, 1.952, 6.522], [6.882, -1.992, -0.154], [0.383, 2.041, -0.599], [-1.886, 7.276, -4.098], [-3.053, 6.123, -3.465], [5.547, -3.444, -1.563], [-3.203, -8.972, 3.873], [-1.501, -2.158, -2.454], [2.521, 1.392, 6.394], [-4.485, -8.411, 2.780], [7.472, 0.827, 2.338], [-3.146, 11.625, -4.092], [6.562, -3.589, 0.603], [0.718, 0.717, 0.481], [-1.228, -4.253, 3.929], [-3.885, -6.535, 4.207], [-0.753, 10.077, -2.850]]
}


{
  "formula": "C4H12N3",
  "method": "ωB97M-V/def2-TZVPD",
  "orbital_gap_ha": [0.1945, 0.3445],
  "multiplicity": 2,
  "e_homo_ev": [-4.208, -8.313],
  "e_above_lowest_kcal_mol": 16.22,
  "mol_weight_g_mol": 102.16,
  "largest_force_ev_per_a": 0.80,
  "symbols": ["N", "N", "N", "C", "C", "C", "C", "H", "H", "H", "H", "H", "H", "H", "H", "H", "H", "H", "H"],
  "positions_angstrom": [[0.750, -2.494, -1.036], [1.699, 1.788, 0.868], [-0.104, 0.554, 1.905], [0.898, 1.507, 1.977], [-1.043, -0.875, -0.784], [0.152, -1.245, -1.231], [-1.656, 0.466, -1.071], [-2.233, 0.452, -2.000], [0.102, -3.249, -0.858], [-0.496, 0.220, 2.765], [1.492, 1.388, -0.026], [1.388, -2.762, -1.770], [-0.274, -0.016, 1.089], [-2.339, 0.761, -0.274], [2.466, 2.423, 0.953], [-1.679, -1.634, -0.337], [-0.925, 1.274, -1.134], [0.720, -0.619, -1.913], [1.082, 2.062, 2.878]]
}


{
  "formula": "C4H8N2O",
  "method": "ωB97M-V/def2-TZVPD",
  "orbital_gap_ha": [0.2932, 0.2931],
  "e_homo_ev": [-8.951, -8.947],
  "e_above_lowest_kcal_mol": 115.20,
  "mol_weight_g_mol": 100.12,
  "largest_force_ev_per_a": 6.20,
  "symbols": ["O", "N", "N", "C", "C", "C", "C", "H", "H", "H", "H", "H", "H", "H", "H"],
  "positions_angstrom": [[-2.643, 0.305, -0.960], [-0.055, 0.724, -1.152], [0.631, -0.857, 0.554], [1.852, -1.091, -0.151], [-0.570, 0.889, 1.369], [-0.152, 0.073, 0.063], [-1.574, -0.243, -1.003], [-1.549, 1.296, 1.121], [-0.662, 0.255, 2.242], [2.484, -0.190, -0.142], [-1.439, -1.271, -1.375], [-0.493, 1.645, -1.142], [1.665, -1.277, -1.224], [0.148, 1.693, 1.515], [2.357, -1.950, 0.286]]
}


{
  "formula": "C12H36O12",
  "method": "ωB97M-V/def2-TZVPD",
  "orbital_gap_ha": 0.3440,
  "smiles": "OCCO.OCCO.OCCO.OCCO.OCCO.OCCO",
  "e_homo_ev": -9.294,
  "e_above_lowest_kcal_mol": 36.55,
  "mol_weight_g_mol": 372.41,
  "largest_force_ev_per_a": 2.92,
  "symbols": ["O", "O", "O", "O", "O", "O", "O", "O", "O", "O", "O", "O", "C", "C", "C", "C", "C", "C", "C", "C", "C", "C", "C", "C", "H", "H", "H", "H", "H", "H", "H", "H", "H", "H", "H", "H", "H", "H", "H", "H", "H", "H", "H", "H", "H", "H", "H", "H", "H", "H", "H", "H", "H", "H", "H", "H", "H", "H", "H", "H"],
  "positions_angstrom": [[4.903, -0.846, -3.583], [0.871, -2.167, 5.870], [-0.251, 4.778, -1.033], [1.143, -5.094, 1.835], [-2.702, -2.215, 0.317], [0.916, 2.098, -0.632], [-0.978, 4.947, -4.622], [-0.735, -0.576, 1.262], [-4.464, 0.518, -1.319], [2.233, 0.306, -2.366], [-0.388, -0.085, 4.000], [1.877, -4.005, -0.994], [-1.016, 4.395, -3.360], [-0.923, -1.202, 4.702], [-3.945, -0.236, -0.240], [4.054, 0.157, -4.016], [-0.430, -1.643, 6.042], [-3.314, -1.505, -0.718], [0.324, 0.030, 0.585], [-0.488, 5.409, -2.305], [0.682, -3.862, -0.239], [-0.053, 1.392, 0.151], [3.443, 0.873, -2.805], [0.921, -3.770, 1.331], [-0.615, -0.494, 2.211], [4.765, 0.840, -4.480], [0.114, -3.343, 1.926], [1.160, -5.110, 2.795], [-2.044, -1.702, 0.791], [-0.853, -2.078, 4.058], [-4.700, -0.556, 0.478], [-5.277, 0.117, -1.635], [1.507, -1.468, 6.040], [-2.616, -1.295, -1.529], [3.353, -0.175, -4.781], [-4.127, -2.124, -1.097], [0.020, -4.725, -0.318], [0.565, 2.986, -0.730], [-2.076, 4.181, -3.225], [0.226, 5.399, -0.478], [-1.641, 5.637, -4.544], [3.235, 1.897, -3.117], [0.439, 5.844, -2.679], [-1.253, 6.179, -2.204], [4.489, -1.684, -3.366], [-2.005, -1.101, 4.789], [-0.964, -2.468, 6.514], [-0.440, 3.471, -3.401], [1.179, 0.107, 1.257], [-0.442, -0.753, 6.671], [-0.342, 0.662, 4.601], [-3.235, 0.357, 0.337], [1.984, 0.687, -1.520], [4.170, 0.875, -1.993], [-0.231, 2.027, 1.019], [0.604, -0.594, -0.264], [1.725, -3.068, 1.553], [2.374, -4.739, -0.626], [0.254, -2.894, -0.499], [-0.981, 1.410, -0.421]]
}